1.
# C54H146N6O22

A 16-piece molecular cluster, C54H146N6O22 overall (ωB97M-V/def2-TZVPD, the OMol25 dataset).

Results
Energy above the lowest of the compared OMol25 structures with the same formula, charge and spin, eV: 0.000

Last column: Mulliken charge in e.
Element x y z (Å)
O -4.544 31.074 9.585  -0.52
H -4.599 32.058 9.499  0.34
H -5.490 30.780 9.637  -0.05
O -7.358 22.011 7.148  -0.81
H -7.307 21.714 8.066  0.30
H -6.852 22.853 7.261  0.39
O -8.599 33.473 7.826  -0.58
H -9.064 33.125 7.054  0.27
H -7.663 33.376 7.561  0.10
O -4.664 33.864 9.882  -0.87
H -5.332 34.325 9.300  0.37
H -4.969 34.000 10.795  0.45
C -2.171 28.700 13.996  -0.78
O -3.221 28.062 13.395  -0.17
C -3.682 28.747 12.270  0.25
C -4.694 29.838 12.655  0.13
N -5.598 29.222 13.499  0.61
C -6.466 30.160 14.143  -0.26
C -7.326 29.488 15.147  -0.07
O -6.439 28.851 16.079  -0.44
C -7.178 28.134 17.069  -0.71
H -2.339 29.806 14.047  0.23
H -1.255 28.504 13.390  0.28
H -2.064 28.342 15.059  0.29
H -4.157 28.060 11.601  -0.81
H -2.836 29.179 11.735  0.49
H -5.068 30.282 11.727  0.00
H -4.166 30.692 13.117  -0.45
H -5.126 28.731 14.270  0.39
H -7.100 30.687 13.418  -0.40
H -5.898 30.943 14.628  0.59
H -7.927 28.741 14.641  -0.42
H -7.983 30.211 15.603  0.68
H -7.737 28.814 17.743  0.32
H -6.388 27.488 17.454  0.30
H -8.001 27.517 16.649  0.18
C -8.878 38.951 11.521  -0.76
O -8.856 37.912 12.485  -0.37
C -10.038 37.042 12.448  -0.83
C -9.655 35.680 11.961  -0.24
N -8.426 35.201 12.663  -0.43
C -7.874 34.054 12.004  -0.01
C -6.734 33.613 12.903  0.57
O -5.637 34.404 12.589  -0.49
C -4.503 34.083 13.343  -0.79
H -9.473 39.826 11.831  0.29
H -9.369 38.610 10.600  0.31
H -7.861 39.235 11.222  0.28
H -10.789 37.399 11.756  0.47
H -10.456 36.973 13.440  0.33
H -9.594 35.647 10.863  0.15
H -10.463 34.935 12.193  0.35
H -7.779 35.965 12.566  0.35
H -7.544 34.259 10.948  -0.56
H -8.637 33.326 11.953  0.60
H -6.527 32.570 12.642  -0.73
H -7.063 33.658 13.944  0.53
H -4.215 33.042 13.344  0.16
H -4.672 34.477 14.373  0.38
H -3.690 34.679 12.997  0.35
C -8.259 24.084 9.526  -0.16
O -6.980 24.466 9.169  0.07
C -6.306 25.058 10.332  -1.12
C -6.540 26.529 10.474  2.08
N -5.636 27.292 9.535  0.33
C -6.471 27.561 8.347  0.67
C -7.639 28.564 8.577  -0.15
O -7.263 29.743 9.273  0.68
C -8.227 30.791 9.132  -0.52
H -8.847 24.926 9.973  -0.57
H -8.291 23.261 10.223  0.28
H -8.777 23.781 8.626  0.47
H -5.231 24.951 10.127  0.15
H -6.598 24.475 11.222  0.41
H -6.254 26.894 11.469  -0.23
H -7.609 26.684 10.353  -1.25
H -5.600 28.194 10.007  -0.30
H -6.936 26.624 8.050  0.36
H -5.852 27.881 7.493  -1.04
H -8.506 28.113 9.133  -0.62
H -8.064 28.734 7.574  0.14
H -7.918 31.712 9.677  -0.07
H -9.126 30.403 9.527  0.56
H -8.382 31.071 8.097  -0.05
C -6.209 19.972 13.525  -0.33
O -5.854 21.179 14.166  -0.30
C -4.456 21.490 14.064  -0.21
C -4.222 22.772 14.785  -1.09
N -5.146 23.762 14.218  0.20
C -5.204 25.083 14.836  -1.47
C -6.482 25.779 14.458  1.55
O -7.567 25.043 15.025  -0.64
C -8.749 25.498 14.474  1.13
H -5.987 19.941 12.449  -0.01
H -7.267 19.865 13.627  0.05
H -5.700 19.088 13.942  0.39
H -4.164 21.683 13.028  0.05
H -3.879 20.647 14.471  0.51
H -3.223 23.133 14.570  0.39
H -4.298 22.596 15.848  0.43
H -6.114 23.417 14.312  0.17
H -4.286 25.606 14.521  0.44
H -5.189 24.977 15.934  0.44
H -6.576 25.801 13.377  -0.39
H -6.503 26.780 14.839  -0.32
H -8.779 25.278 13.374  -0.21
H -8.767 26.599 14.658  -0.85
H -9.607 25.012 14.932  0.50
C -2.921 31.593 5.345  -0.82
O -4.061 30.783 4.995  -0.32
C -4.079 29.479 5.633  -0.30
C -5.185 28.672 5.036  -0.03
N -5.085 28.607 3.586  -0.37
C -6.274 27.918 2.968  -0.30
C -6.261 27.963 1.501  -0.88
O -6.698 29.226 0.948  -0.23
C -6.617 29.190 -0.487  -0.77
H -2.105 31.106 4.847  0.38
H -2.698 31.616 6.459  0.27
H -3.086 32.593 4.995  0.24
H -4.365 29.643 6.673  0.10
H -3.090 29.019 5.574  0.55
H -6.100 29.161 5.333  -0.33
H -5.178 27.591 5.355  0.44
H -5.064 29.542 3.217  0.30
H -7.180 28.353 3.407  0.19
H -6.223 26.845 3.203  0.29
H -6.858 27.227 0.983  0.55
H -5.216 27.711 1.268  0.33
H -6.951 30.128 -0.864  0.23
H -7.175 28.324 -0.905  0.28
H -5.566 29.103 -0.773  0.33
C -7.017 36.316 8.937  -0.94
O -6.380 35.251 8.235  0.11
C -5.964 35.537 6.932  -0.82
C -5.167 34.362 6.358  -0.82
N -6.110 33.211 6.147  0.79
C -6.697 33.223 4.828  -1.19
C -7.571 32.072 4.482  0.90
O -8.912 32.209 4.964  -0.46
C -9.743 31.024 4.710  -0.69
H -8.087 36.272 8.766  0.29
H -6.651 37.321 8.640  0.41
H -6.940 35.963 9.966  0.26
H -5.318 36.435 6.811  0.58
H -6.758 35.601 6.161  0.33
H -4.657 33.961 7.251  0.29
H -4.516 34.656 5.504  0.41
H -5.561 32.374 6.259  -0.41
H -5.927 33.180 4.065  0.41
H -7.207 34.203 4.740  0.34
H -7.049 31.188 4.896  -0.77
H -7.594 32.021 3.387  0.49
H -10.594 31.129 5.346  0.28
H -9.164 30.123 4.951  0.22
H -10.162 31.016 3.686  0.30
C -10.580 20.780 7.826  -0.62
C -9.969 19.411 7.565  0.66
C -10.549 18.893 6.293  -1.64
O -8.513 19.424 7.462  -0.61
H -11.701 20.804 7.632  0.44
H -10.076 21.494 7.201  0.30
H -10.314 21.089 8.824  -0.28
H -10.235 18.721 8.417  0.19
H -11.640 18.759 6.322  0.43
H -10.270 17.846 6.092  0.39
H -10.357 19.416 5.378  0.37
H -8.222 20.228 6.970  0.33
C -11.669 25.821 8.786  -1.10
C -11.849 25.039 10.050  1.07
C -11.504 25.878 11.254  -0.96
O -13.224 24.593 10.279  -0.66
H -10.618 26.183 8.726  0.07
H -12.218 26.789 8.966  0.40
H -12.064 25.238 7.908  0.33
H -11.225 24.151 10.003  -0.02
H -11.927 25.450 12.142  0.54
H -11.910 26.863 11.104  0.23
H -10.428 25.949 11.427  -0.19
H -13.297 24.425 11.221  0.36
C -4.999 20.097 8.328  -1.62
C -5.634 20.470 9.621  0.09
C -5.099 21.755 10.146  0.80
O -7.073 20.703 9.495  -0.25
H -3.964 19.712 8.282  0.40
H -5.096 20.912 7.625  0.35
H -5.661 19.303 7.949  0.38
H -5.597 19.682 10.354  0.43
H -3.978 21.697 10.173  0.65
H -5.513 21.936 11.174  -0.55
H -5.396 22.567 9.445  -0.78
H -7.522 20.057 8.906  0.10
C -3.696 24.542 7.715  -0.37
C -2.497 25.453 8.176  0.18
C -2.377 26.722 7.305  -0.84
O -2.793 25.798 9.504  -0.60
H -3.707 23.655 8.382  -0.10
H -3.779 24.254 6.701  0.68
H -4.481 25.261 7.866  -0.18
H -1.574 24.864 8.185  0.48
H -2.048 26.375 6.285  0.40
H -1.735 27.476 7.701  0.39
H -3.381 27.141 7.107  -0.19
H -3.534 26.417 9.487  0.18
C -9.318 29.136 11.892  0.38
C -10.272 29.490 13.006  0.61
C -11.582 29.977 12.386  -1.67
O -10.578 28.364 13.829  -0.70
H -9.814 28.620 11.068  0.37
H -8.642 28.338 12.181  -0.20
H -8.753 29.912 11.370  -0.43
H -9.833 30.269 13.654  0.08
H -11.497 30.815 11.764  0.38
H -12.316 30.152 13.164  0.46
H -12.003 29.219 11.701  0.24
H -9.754 27.958 14.112  -0.10
C -10.482 20.687 14.424  -1.31
C -10.422 20.454 12.903  0.40
C -9.628 21.588 12.329  0.42
O -9.821 19.176 12.637  -0.56
H -9.437 20.536 14.795  0.20
H -11.115 19.903 14.908  0.34
H -10.881 21.654 14.658  0.39
H -11.481 20.445 12.484  0.26
H -8.599 21.640 12.703  -0.13
H -10.086 22.580 12.490  0.19
H -9.511 21.431 11.264  -0.61
H -9.561 19.127 11.733  0.35

=====

2.
# C54H152N22O25

A 19-piece molecular cluster, C54H152N22O25 overall (ωB97M-V/def2-TZVPD, the OMol25 dataset).

Results
DFT total energy, Ha: -5234.0862

Last column: Mulliken charge in e.
Element x y z (Å)
C 1.269 28.087 -1.913  0.67
O 2.430 28.124 -1.476  -0.93
N 1.043 27.534 -3.074  0.51
N 0.214 28.605 -1.387  -0.34
H 1.830 27.026 -3.452  -0.68
H 0.080 27.473 -3.373  0.15
H -0.685 28.385 -1.791  0.17
H 0.226 29.000 -0.457  0.26
C 7.081 26.322 -1.695  0.50
O 6.914 26.436 -2.900  -0.64
N 6.275 25.815 -0.797  -0.32
N 8.131 26.833 -1.048  -0.50
H 6.528 25.814 0.181  0.18
H 5.497 25.277 -1.152  0.04
H 8.345 26.500 -0.118  0.15
H 8.792 27.301 -1.650  0.26
C 2.309 33.918 -7.967  0.64
O 1.896 34.375 -9.008  -0.82
N 1.692 34.167 -6.872  -0.34
N 3.459 33.217 -7.855  -0.14
H 0.892 34.770 -6.741  0.27
H 2.248 33.913 -6.068  0.11
H 3.994 32.902 -8.652  -0.05
H 3.911 33.087 -6.961  0.14
C 7.947 26.701 -6.162  0.44
O 8.355 27.129 -7.210  -0.63
N 7.767 25.400 -5.828  -0.03
N 7.486 27.487 -5.219  0.16
H 7.987 24.822 -6.627  0.16
H 7.480 25.033 -4.931  -0.10
H 7.121 27.000 -4.413  0.00
H 7.475 28.476 -5.426  0.18
C 4.753 30.391 -3.045  0.60
O 5.176 31.307 -3.635  -0.76
N 5.310 29.174 -3.085  0.02
N 3.695 30.384 -2.276  -0.30
H 6.116 29.162 -3.694  -0.04
H 4.940 28.382 -2.579  0.03
H 3.350 29.550 -1.824  0.27
H 3.106 31.204 -2.314  0.21
C 0.266 33.460 -12.224  0.51
O -0.744 33.088 -11.648  -0.58
N 1.389 33.672 -11.653  0.01
N 0.387 33.721 -13.415  -0.20
H 1.280 33.801 -10.657  0.17
H 2.167 34.042 -12.181  0.17
H -0.432 33.586 -13.991  0.24
H 1.289 34.010 -13.767  0.04
C 2.680 32.311 -15.616  0.78
O 3.081 33.273 -14.965  -0.70
N 2.741 32.207 -16.919  -0.44
N 2.019 31.343 -15.096  0.02
H 3.220 32.778 -17.601  0.25
H 2.529 31.264 -17.210  0.10
H 1.635 30.606 -15.671  0.23
H 1.675 31.510 -14.161  -0.24
C -2.562 34.683 -9.057  0.55
O -3.288 35.441 -8.413  -0.78
N -2.555 34.569 -10.346  -0.27
N -1.758 33.731 -8.549  -0.02
H -1.905 33.956 -10.816  0.42
H -3.245 35.104 -10.853  0.18
H -1.608 33.779 -7.552  0.11
H -1.244 33.254 -9.276  0.00
C 5.775 32.057 -13.047  -0.88
C 5.349 32.896 -11.918  -0.26
O 4.371 32.218 -11.115  0.17
H 6.474 32.630 -13.656  0.43
H 4.964 31.851 -13.746  -0.05
H 6.237 31.097 -12.815  0.24
H 4.933 33.814 -12.333  0.20
H 6.115 33.198 -11.205  0.36
H 3.639 31.887 -11.640  -0.17
C -1.527 31.200 -14.747  0.03
C -2.689 32.148 -14.432  -0.54
O -2.224 33.380 -14.911  -0.58
H -1.861 30.257 -14.315  0.04
H -0.623 31.508 -14.222  -0.31
H -1.500 31.122 -15.834  0.47
H -2.962 32.169 -13.377  0.05
H -3.643 31.939 -14.915  0.50
H -2.825 33.734 -15.571  0.32
C 5.345 23.346 -4.804  1.11
C 5.885 22.049 -5.290  -0.89
O 7.055 22.262 -6.007  -0.48
H 5.979 23.839 -4.067  -0.25
H 4.323 23.249 -4.436  -0.74
H 5.208 23.952 -5.700  0.21
H 5.147 21.526 -5.899  0.38
H 6.169 21.367 -4.490  0.33
H 7.266 21.444 -6.463  0.29
C 6.541 29.623 -8.330  -0.98
C 5.939 30.461 -7.220  0.50
O 6.518 30.170 -6.004  -0.52
H 6.064 29.877 -9.277  0.33
H 6.286 28.586 -8.115  -0.05
H 7.630 29.578 -8.353  0.46
H 4.876 30.221 -7.227  -0.27
H 6.067 31.519 -7.451  0.36
H 6.018 30.689 -5.371  0.15
C -2.981 30.669 -5.319  -1.04
C -1.529 30.748 -5.878  0.14
O -1.124 29.384 -5.906  -0.35
H -3.101 30.213 -4.336  0.26
H -3.625 30.107 -5.996  0.07
H -3.432 31.656 -5.208  0.41
H -0.884 31.374 -5.262  0.41
H -1.478 31.149 -6.891  -0.17
H -1.478 29.015 -6.718  0.14
C 0.137 26.453 -14.136  -0.12
O -0.171 25.659 -15.293  -0.47
C -0.486 26.466 -16.413  -0.23
C -0.665 25.731 -17.750  -0.92
N -0.932 26.574 -18.911  -0.24
C -0.560 25.878 -20.165  -0.49
C -0.814 26.847 -21.336  -0.71
O -2.218 26.911 -21.735  -0.36
C -2.883 28.092 -21.400  -0.73
H 1.162 26.823 -14.146  0.27
H -0.019 25.858 -13.236  0.03
H -0.520 27.319 -14.053  0.18
H 0.410 27.052 -16.619  0.22
H -1.399 27.048 -16.285  0.25
H -1.427 24.976 -17.560  0.35
H 0.217 25.096 -17.827  0.46
H -1.924 26.733 -19.010  0.22
H -1.118 24.989 -20.460  0.31
H 0.512 25.690 -20.096  0.44
H -0.234 26.329 -22.099  0.37
H -0.281 27.764 -21.086  0.39
H -3.952 27.940 -21.247  0.24
H -2.754 28.817 -22.203  0.28
H -2.418 28.597 -20.553  0.35
C 9.012 25.979 -10.321  -0.37
O 8.401 24.866 -10.909  -0.43
C 7.429 24.147 -10.159  -0.93
C 6.184 24.983 -9.780  0.41
N 5.638 25.533 -10.975  -0.41
C 5.340 26.958 -10.747  0.69
C 4.884 27.632 -12.043  0.07
O 5.776 27.481 -13.168  -0.45
C 5.224 27.833 -14.448  -0.46
H 9.186 25.772 -9.266  0.25
H 8.371 26.860 -10.294  0.01
H 9.897 26.183 -10.924  0.31
H 7.924 23.808 -9.248  0.41
H 7.184 23.267 -10.754  0.35
H 6.555 25.725 -9.074  -0.43
H 5.465 24.369 -9.238  0.40
H 6.271 25.604 -11.759  0.47
H 6.194 27.450 -10.282  -0.47
H 4.509 26.947 -10.042  -0.29
H 4.927 28.688 -11.777  0.18
H 3.862 27.337 -12.278  0.11
H 5.888 27.716 -15.305  0.27
H 5.046 28.908 -14.424  0.02
H 4.304 27.249 -14.491  0.29
C 4.077 26.806 -4.924  -0.28
O 2.962 26.389 -5.676  1.01
C 2.892 26.903 -7.041  -0.13
C 2.418 28.366 -7.190  -0.61
N 2.161 28.781 -8.592  0.80
C 1.799 30.178 -8.709  -0.46
C 1.222 30.474 -10.123  -0.40
O 0.152 29.560 -10.366  -0.48
C -0.427 29.828 -11.715  -1.19
H 3.857 26.630 -3.871  -0.04
H 4.229 27.861 -5.151  0.18
H 4.989 26.262 -5.169  -0.23
H 2.170 26.280 -7.569  -0.50
H 3.895 26.775 -7.448  0.08
H 2.974 29.110 -6.619  0.64
H 1.463 28.380 -6.664  -0.23
H 1.345 28.236 -8.833  -0.61
H 2.735 30.731 -8.628  0.17
H 1.037 30.587 -8.046  0.26
H 1.976 30.196 -10.860  0.39
H 0.975 31.534 -10.194  -0.19
H 0.339 30.011 -12.469  0.18
H -1.155 30.637 -11.773  0.31
H -0.882 28.943 -12.160  0.51
C -1.997 24.576 0.040  -0.50
O -2.343 24.445 -1.307  -0.50
C -1.481 23.766 -2.166  -0.46
C -0.059 24.387 -2.183  1.18
N 0.932 23.515 -1.608  -0.18
C 2.283 24.108 -1.727  0.49
C 3.433 23.146 -1.250  -1.01
O 4.649 23.579 -1.772  0.25
C 5.822 22.855 -1.331  -1.05
H -2.987 24.894 0.366  0.28
H -1.276 25.380 0.189  0.17
H -1.743 23.629 0.516  0.15
H -1.935 23.709 -3.155  0.27
H -1.442 22.737 -1.808  0.21
H 0.079 25.390 -1.780  0.44
H 0.225 24.396 -3.235  -0.79
H 0.838 22.723 -2.227  -0.48
H 2.325 24.954 -1.042  0.50
H 2.489 24.390 -2.760  -0.44
H 3.180 22.157 -1.632  0.20
H 3.458 22.985 -0.173  0.42
H 6.773 23.187 -1.749  0.31
H 5.765 21.788 -1.545  0.35
H 6.044 22.944 -0.267  0.36
C 0.521 24.113 -6.419  -0.42
O 0.396 22.838 -5.791  -0.63
C 1.567 22.465 -5.119  0.87
C 1.408 21.005 -4.594  -1.32
N 0.665 20.940 -3.331  0.23
C 0.917 19.683 -2.702  -1.04
C 0.170 19.647 -1.316  -0.66
O -1.247 19.791 -1.482  -0.37
C -1.826 20.096 -0.209  -0.82
H 1.339 24.271 -7.122  0.37
H 0.606 24.845 -5.616  0.24
H -0.439 24.179 -6.930  0.06
H 1.712 23.106 -4.250  -0.67
H 2.397 22.566 -5.818  0.74
H 2.414 20.703 -4.300  0.41
H 0.968 20.439 -5.414  0.21
H -0.342 21.010 -3.379  0.20
H 2.001 19.661 -2.589  0.54
H 0.605 18.809 -3.274  0.37
H 0.638 20.455 -0.753  0.25
H 0.389 18.808 -0.656  0.55
H -2.915 20.149 -0.201  0.28
H -1.462 21.001 0.277  0.29
H -1.623 19.280 0.485  0.36
C 0.547 26.226 -10.704  -0.92
O 0.373 26.536 -9.312  0.20
C -0.904 26.267 -8.732  -0.72
C -2.081 27.121 -9.245  -0.87
N -2.038 28.565 -8.948  1.34
C -3.162 29.381 -9.463  -0.14
C -4.490 28.949 -8.898  -0.95
O -5.442 29.982 -8.840  -0.32
C -6.768 29.412 -8.665  -0.83
H 0.120 26.978 -11.368  -0.37
H 0.113 25.248 -10.907  0.58
H 1.623 26.206 -10.877  0.45
H -0.664 26.318 -7.669  0.07
H -1.130 25.225 -8.955  0.52
H -2.852 26.617 -8.664  0.45
H -2.281 26.978 -10.306  0.39
H -1.182 28.938 -9.331  -0.19
H -3.277 29.419 -10.547  0.18
H -2.926 30.400 -9.159  0.23
H -4.294 28.617 -7.879  0.20
H -4.863 28.054 -9.398  0.42
H -7.072 28.562 -9.276  0.34
H -7.472 30.147 -9.056  0.30
H -7.026 29.348 -7.608  0.28